Formula: C18H16FN3O3
Source: the OMol25 dataset
Level of theory: ωB97M-V/def2-TZVPD

Each line ends with the Löwdin charge.
CARTESIAN COORDINATES (ANGSTROEM)
F1 -0.61941 2.39643 -0.59602  -0.052
O1 0.21060 -3.62460 1.40587  0.119
O2 0.81512 -4.39043 -2.97205  0.002
O3 -1.24310 1.16558 4.00466  0.040
N1 -0.82112 1.02806 1.83807  0.230
N2 -1.01441 2.43089 3.66264  0.145
N3 -0.14154 -1.45455 0.37905  0.165
C1 -0.50945 2.20328 2.37176  -0.311
C2 1.06798 -4.70545 -4.45339  0.046
C3 0.72610 5.59571 0.20554  -0.216
C4 0.38065 4.66607 2.17215  0.053
C5 0.35356 4.62712 -0.75252  0.087
C6 0.11735 -1.82244 -0.91907  -0.304
C7 -0.02807 -1.88609 2.91263  -0.013
C8 -1.55353 -0.97899 3.20389  0.050
C9 -1.09569 0.37886 2.97095  -0.365
C10 0.07779 -2.47968 1.65527  -0.400
C11 -0.03721 -0.77760 -1.81183  -0.044
C12 -0.43478 3.39454 1.61820  -0.038
C13 0.29649 -2.93255 -1.51583  -0.026
C14 0.47992 -3.16710 -2.73179  -0.457
C15 0.13507 -2.23221 -3.61338  0.017
C16 -0.17517 3.51684 0.19443  -0.072
C17 0.90324 5.63768 1.39819  -0.211
C18 -0.25974 -0.97383 -3.07739  -0.046
H1 0.78423 -1.10728 3.08587  0.153
H2 1.82930 -4.28405 -4.89525  0.044
H3 -0.37046 -0.28091 -3.58491  -0.007
H4 -2.18877 -1.40941 2.52040  0.095
H5 -0.09275 -2.67738 3.60515  0.101
H6 0.21611 4.59504 3.33822  0.139
H7 1.02833 6.55854 1.89267  0.120
H8 0.63695 -3.91967 -0.66892  0.225
H9 -0.63275 0.06318 -1.28999  0.141
H10 1.27647 -5.65298 -4.50501  0.035
H11 0.31250 4.51254 -1.80195  0.095
H12 1.17652 6.48705 -0.45745  0.161
H13 0.29034 -2.23561 -4.67882  0.110
H14 -2.07322 -1.13732 4.04460  0.076
H15 -0.02468 -0.62232 0.85303  0.031
H16 0.20122 -4.50496 -5.00768  0.083

Force components x, y, z for each atom (eV/Å):
F 0.6 1.6 1.3
O 0.3 -1.6 0.7
O 2.3 -4.0 -4.5
O -0.7 -1.3 1.7
N 1.5 -2.3 2.4
N 3.2 -0.3 -3.2
N 0.6 -6.1 5.3
C -4.5 3.6 2.2
C -4.4 2.2 4.7
C 1.4 2.9 -19.4
C -4.3 -5.7 3.6
C -2.1 -3.3 8.6
C -0.9 5.8 1.4
C -2.0 4.1 3.8
C 5.6 -1.3 -3.3
C -2.6 0.2 -1.3
C -1.1 1.8 -7.7
C -3.5 3.7 4.8
C 6.7 6.7 -4.2
C 2.1 -7.7 12.0
C -0.2 -0.8 -6.4
C -0.6 3.3 -2.4
C -1.4 -1.7 -3.3
C -0.5 0.2 12.7
C 3.9 -12.2 4.5
H -0.9 -1.3 0.1
H 4.2 3.3 -1.6
H -2.7 11.4 -9.0
H -1.3 -0.3 -2.5
H 0.6 -0.7 1.2
H 1.1 0.9 -2.4
H 1.1 1.0 0.5
H -1.4 2.8 -3.1
H 1.7 -0.4 -1.1
H 0.7 -5.6 0.3
H 0.1 0.3 -0.6
H -1.0 -1.2 1.8
H -0.2 -0.6 -0.2
H -0.7 -0.4 3.9
H 0.3 2.9 -0.8
H -1.4 0.3 -0.6

Output
LUMO level   -0.0102 Ha
HOMO-LUMO gap   7.30 eV
Relative energy (zero: lowest compared OMol25 entry of this formula, charge and spin)   358.12 kcal per mole
Charge   0
HOMO   -7.57 eV

Formula: C18H16LiN3S5Se
Source: the OMol25 dataset
Level of theory: ωB97M-V/def2-TZVPD

Each line ends with the Löwdin charge.
CARTESIAN COORDINATES (ANGSTROEM)
Se1 0.82243 2.70771 0.89046  1.019
S1 -1.62571 1.52058 1.61852  0.320
S2 0.20995 -1.37392 2.48130  0.382
S3 -4.06744 -0.74675 6.46077  0.317
S4 -1.81463 -1.55604 4.64465  0.848
S5 -3.24515 0.76185 4.00336  0.845
N1 1.54045 -1.20696 -1.43848  -0.310
N2 1.99163 3.67885 1.75983  -0.264
N3 1.82981 1.27508 0.73545  -0.259
C1 -0.61187 -2.27665 -2.07499  -0.315
C2 -1.91464 0.40930 2.93678  -1.178
C3 2.95427 1.55033 1.43112  -0.397
C4 -1.19623 -0.71051 3.24644  -1.220
C5 -2.57735 -1.97152 -0.81518  -0.167
C6 5.11309 1.02148 2.35503  -0.116
C7 -1.12658 -3.44893 -2.62855  -0.105
C8 4.17386 3.21339 2.77201  -0.058
C9 2.69262 -0.50689 -1.95781  -0.127
C10 -1.29925 -1.48383 -1.13937  -0.136
C11 5.19225 2.31508 2.93200  -0.126
C12 0.76311 -1.81275 -2.51861  -0.211
C13 4.02263 0.63865 1.62436  -0.040
C14 -3.13008 -3.12874 -1.36184  -0.145
C15 1.94555 -2.20586 -0.46287  -0.129
C16 3.03679 2.85465 2.00767  -0.414
C17 -2.40040 -3.87995 -2.27835  -0.152
C18 -3.08261 -0.51977 5.10570  -1.565
Li1 -0.06899 -0.18292 -0.02108  0.408
H1 0.66041 -1.04703 -3.29603  0.112
H2 5.92243 0.31901 2.51319  0.087
H3 -0.52947 -4.03524 -3.32618  0.083
H4 6.06363 2.58682 3.51562  0.083
H5 2.37400 0.26941 -2.65615  0.080
H6 3.23928 -0.02555 -1.14634  0.057
H7 -2.80910 -4.79423 -2.69712  0.073
H8 1.33396 -2.64767 -2.97231  0.109
H9 -3.17259 -1.42771 -0.08364  0.072
H10 -4.12129 -3.45598 -1.06000  0.076
H11 1.07671 -2.77393 -0.13468  0.070
H12 4.21120 4.20180 3.21216  0.098
H13 3.38210 -1.18806 -2.49279  0.079
H14 3.95285 -0.35592 1.20611  0.092
H15 2.69355 -2.90029 -0.88887  0.083
H16 2.36651 -1.71804 0.41621  0.042

Force components x, y, z for each atom (eV/Å):
Se -0.1 0.2 -0.2
S -0.2 -0.1 0.0
S -0.2 0.2 0.0
S 0.1 0.0 -0.2
S 0.2 -0.3 0.3
S -0.2 0.3 0.0
N -0.1 0.0 0.0
N 0.3 -0.3 0.0
N 0.0 0.4 0.1
C 0.1 0.0 0.0
C 0.3 0.0 -0.3
C 0.0 -0.2 -0.1
C 0.2 0.0 -0.2
C 0.0 0.0 0.0
C 0.0 0.1 0.0
C 0.0 0.0 0.0
C -0.1 0.0 0.0
C 0.0 0.0 0.0
C -0.1 0.0 -0.1
C 0.0 -0.1 0.0
C 0.1 0.0 0.0
C 0.0 0.0 0.0
C 0.1 0.0 0.0
C 0.0 0.0 0.0
C 0.0 0.2 0.1
C 0.0 0.0 0.0
C -0.2 -0.1 0.2
Li -0.1 -0.4 0.4
H 0.0 0.0 0.0
H 0.0 0.0 0.0
H 0.0 0.0 0.0
H 0.0 0.0 0.0
H 0.0 0.0 0.0
H 0.0 0.0 0.0
H 0.0 0.0 0.0
H 0.0 0.0 0.0
H 0.0 0.0 0.0
H 0.0 0.0 0.0
H 0.0 0.0 0.0
H 0.0 0.0 0.0
H 0.0 0.0 0.0
H 0.0 0.0 0.0
H 0.0 0.0 0.0
H 0.0 0.0 0.0

Output
LUMO level   0.1576 Ha
HOMO-LUMO gap   4.92 eV
Relative energy (zero: lowest compared OMol25 entry of this formula, charge and spin)   15.17 kcal per mole
Charge   -2
HOMO   -0.63 eV

Formula: C18H16N2O2
Source: the OMol25 dataset
Level of theory: ωB97M-V/def2-TZVPD

Each line ends with the Löwdin charge.
CARTESIAN COORDINATES (ANGSTROEM)
O1 -4.51905 0.78520 -0.75668  0.009
O2 -4.93399 3.33668 -1.26634  0.081
N1 4.52573 1.06276 1.08435  0.128
N2 3.95557 -1.25141 0.18274  -0.210
C1 -2.13012 1.29834 -0.04849  -0.009
C2 -1.86963 -2.41915 -0.21573  -0.087
C3 0.22939 -1.63930 0.59823  -0.180
C4 -0.30225 -0.37145 0.47359  -0.127
C5 2.67731 -1.57930 -0.34257  -0.186
C6 -1.47979 3.67439 -0.15053  -0.023
C7 -2.34388 -1.17274 -0.38537  -0.053
C8 -1.17086 2.32921 0.02645  -0.223
C9 4.22392 0.03510 0.58989  -0.283
C10 0.06275 2.02564 0.43237  -0.047
C11 5.05458 -2.23606 0.32809  -0.032
C12 -2.70616 3.96951 -0.68938  0.009
C13 -3.42294 1.63734 -0.47721  -0.148
C14 0.49211 0.77119 0.74639  0.005
C15 -3.69517 2.96106 -0.85854  -0.241
C16 -1.62582 -0.08148 0.03952  -0.063
C17 1.72068 -2.04562 0.82273  -0.095
C18 -0.59140 -2.69663 0.27101  -0.044
H1 4.54556 -3.11806 0.83263  0.103
H2 -3.36755 -1.16651 -0.66287  0.094
H3 0.80039 2.75686 0.64877  0.115
H4 2.31663 -0.70520 -0.97104  0.148
H5 1.71553 -3.19187 0.82647  0.115
H6 -2.46977 -3.25893 -0.61074  0.117
H7 2.78526 -2.41696 -1.04316  0.122
H8 -5.31175 2.44938 -1.32770  0.091
H9 -0.56787 4.33395 -0.00134  0.143
H10 5.42047 -2.51339 -0.70191  0.098
H11 -2.73399 5.01430 -1.04786  0.127
H12 1.51590 0.57895 0.77939  0.066
H13 2.09632 -1.57212 1.80722  0.144
H14 -4.63101 0.11206 -0.04557  0.127
H15 -0.17712 -3.74642 0.19782  0.127
H16 5.91202 -1.94930 0.91535  0.080

Force components x, y, z for each atom (eV/Å):
O 0.8 -0.3 1.1
O 0.6 -0.9 -0.1
N -0.8 -2.1 -1.4
N 2.8 2.8 0.9
C 0.4 -1.2 -1.1
C 0.3 -2.7 -0.7
C 1.1 -2.6 -0.6
C -0.5 2.4 0.4
C -1.3 0.0 -0.3
C 0.7 -0.1 -0.8
C -1.4 -0.4 0.8
C -3.3 0.5 0.6
C 0.3 0.1 1.0
C 4.3 -2.4 2.2
C -1.8 -1.6 -1.0
C 0.8 1.1 -0.2
C -0.9 0.9 -0.8
C -0.8 0.3 -1.6
C 1.2 1.1 1.1
C 0.2 0.6 0.3
C -0.8 0.8 0.5
C 0.3 -0.9 -0.7
H 1.0 0.7 -0.7
H -0.5 0.5 -0.7
H 0.4 1.1 -0.3
H 0.1 -1.0 1.0
H 0.2 1.8 0.5
H 0.3 0.5 0.5
H 0.1 0.2 0.0
H -1.2 0.1 -0.3
H -1.8 -0.2 -0.4
H -0.3 0.0 1.0
H -1.2 -0.7 0.2
H 1.7 0.1 1.0
H -0.4 -1.0 -1.5
H 0.2 0.9 -0.7
H -0.7 1.3 0.4
H -0.2 0.7 0.3

Output
LUMO level   0.0129 Ha
HOMO-LUMO gap   7.99 eV
Relative energy (zero: lowest compared OMol25 entry of this formula, charge and spin)   92.80 kcal per mole
Charge   0
HOMO   -7.64 eV
SMILES   CN(C#N)CCc1cccc2c1ccc1ccc(O)c(O)c12

Formula: C18H16N3PReSe
Source: the OMol25 dataset
Level of theory: ωB97M-V/def2-TZVPD

Each line ends with the Mulliken spin population.
CARTESIAN COORDINATES (ANGSTROEM)
Re1 0.00000 0.00000 0.00000  2.493
Se1 -1.71321 -2.72122 -3.82062  0.407
P1 -0.88613 -0.79858 2.08012  0.111
N1 -0.66493 1.87058 -0.10003  -0.005
N2 -1.17165 0.83550 2.12860  0.019
N3 -0.69291 -1.10059 -1.54512  0.026
C1 -1.32027 -1.86120 6.58131  -0.002
C2 -0.12509 -2.08513 5.90238  0.002
C3 -0.90875 4.37746 1.08257  0.023
C4 -2.47342 -1.42570 1.40094  0.006
C5 -0.01310 -1.74275 4.55206  -0.003
C6 -0.50376 3.00934 -0.80840  0.021
C7 -2.40229 -1.29597 5.91189  0.004
C8 -4.59872 -1.16046 0.23176  0.003
C9 -2.29163 -0.95668 4.56049  0.004
C10 -3.94726 -3.33882 1.01982  0.003
C11 -3.40626 -0.62302 0.72835  0.008
C12 -1.12422 -1.78563 -2.50662  -0.059
C13 -1.09491 -1.17693 3.85935  0.062
C14 -0.62022 4.27507 -0.26831  -0.009
C15 -0.96533 1.95339 1.23017  -0.027
C16 -2.76021 -2.79866 1.52331  -0.003
C17 -1.07526 3.21472 1.83536  -0.014
C18 -4.86980 -2.51798 0.38028  0.006
H1 -2.05404 -3.46634 2.01332  0.000
H2 0.72014 -2.53063 6.41990  0.000
H3 -0.99862 5.35195 1.55428  0.000
H4 -1.94122 1.09903 2.73737  0.006
H5 -3.33840 -1.12738 6.43775  0.001
H6 -5.79190 -2.93599 -0.01387  0.000
H7 -0.27024 2.86671 -1.85927  0.002
H8 0.92979 -1.93163 4.04140  0.007
H9 -3.21825 0.43396 0.56137  -0.003
H10 -1.28299 3.29825 2.89770  0.002
H11 -3.16089 -0.53784 4.05920  -0.001
H12 1.72406 -0.04548 0.01035  -0.091
H13 -0.48201 5.15623 -0.88405  0.000
H14 -1.40917 -2.13235 7.63010  0.000
H15 -4.14440 -4.40295 1.12480  0.000
H16 -5.30742 -0.51745 -0.28237  0.000

Force components x, y, z for each atom (eV/Å):
Re 0.6 -3.5 -4.7
Se 0.4 0.7 1.0
P -2.1 -2.0 1.5
N -0.2 -0.2 1.4
N -0.5 3.1 -1.1
N 0.2 0.0 -0.2
C 0.2 0.0 -0.2
C -0.1 0.1 -0.2
C -0.2 -0.5 0.6
C -0.1 -0.6 -0.4
C 0.1 -0.1 0.1
C 0.2 0.5 -1.1
C 0.2 0.1 -0.5
C 0.3 0.0 0.1
C -0.3 0.1 -0.2
C 0.5 0.2 0.2
C 0.0 0.1 -0.2
C 0.9 1.6 2.0
C 1.2 -0.7 0.6
C 0.0 -0.6 -0.4
C -0.4 1.6 1.9
C -0.1 -0.2 -0.1
C 0.0 0.3 -0.4
C 0.1 0.3 -0.1
H -0.1 0.1 0.0
H -0.1 0.1 -0.1
H 0.0 -0.2 0.0
H 0.1 0.0 0.3
H 0.1 0.0 -0.2
H 0.1 0.1 0.1
H 0.0 0.0 0.1
H -0.2 0.0 0.1
H -0.1 0.0 0.1
H 0.0 -0.2 -0.1
H 0.0 -0.1 0.0
H -1.3 0.0 0.1
H 0.0 -0.2 0.0
H 0.0 0.0 -0.2
H 0.1 0.2 0.0
H 0.1 -0.1 0.1

Output
LUMO level (spin up / spin down)   -0.3149 / -0.3266 Ha
HOMO-LUMO gap (spin up / spin down)   6.14 / 5.99 eV
Multiplicity   4
Charge   +2
⟨S²⟩   3.81
HOMO (spin up / spin down)   -14.70 / -14.88 eV